No. 1
# C44H56Br2N2OP2ReSi4Te

A structure of composition C44H56Br2N2OP2ReSi4Te (ωB97M-V with the def2-TZVPD basis set, the OMol25 dataset).

LUMO (alpha / beta)	-6.6 / -6.8	eV
max |F|	0.0126	hartree/bohr
highest occupied orbital energy (alpha / beta)	-12.371 / -12.803	eV
<S²>	3.799
2S+1	4
energy above the lowest of the compared OMol25 structures with the same formula, charge and spin	0.0	kcal per mole
net charge	+2

Geometry (Å):
Re1 0.653428 -0.290435 0.823417
C1 1.490216 2.856373 -2.028243
N1 1.492150 1.810309 -0.992839
P1 1.772266 1.920325 0.692524
C2 3.576112 2.025968 0.930249
C3 4.419601 2.358260 -0.126753
C4 5.784260 2.488419 0.080372
C5 6.320105 2.285563 1.343235
C6 5.483700 1.971464 2.405691
C7 4.118625 1.848748 2.202228
C8 1.259938 3.493240 1.421363
C9 1.124808 4.693288 0.726473
C10 0.911906 5.874439 1.422639
C11 0.851222 5.869715 2.808240
C12 0.998861 4.678786 3.505547
C13 1.196397 3.494230 2.816261
P2 1.753941 0.141400 -1.286028
C14 3.431003 -0.196795 -1.797344
C15 3.892920 0.349492 -2.998884
C16 5.215217 0.172145 -3.363403
C17 6.067499 -0.566017 -2.547797
C18 5.602474 -1.131530 -1.370254
C19 4.282253 -0.944323 -0.989379
C20 0.678517 -0.255189 -2.664541
C21 -0.516556 0.449182 -2.837127
C22 -1.343982 0.152270 -3.905600
C23 -0.989521 -0.854842 -4.796204
C24 0.187697 -1.567641 -4.617078
C25 1.026738 -1.270166 -3.554552
H1 2.418126 3.426858 -2.048675
H2 0.652458 3.530675 -1.867592
H3 1.345457 2.386398 -2.999131
H4 4.033237 2.508795 -1.124367
H5 6.426836 2.750084 -0.749887
H6 7.385678 2.379791 1.503244
H7 5.891657 1.833731 3.398062
H8 3.481361 1.635911 3.051095
H9 1.198849 4.733645 -0.347798
H10 0.804461 6.802958 0.878531
H11 0.693146 6.795172 3.345172
H12 0.957456 4.672999 4.586627
H13 1.306147 2.569983 3.373083
H14 3.224056 0.898233 -3.651740
H15 5.579680 0.594235 -4.290168
H16 7.098734 -0.707031 -2.843327
H17 6.266157 -1.716974 -0.748651
H18 3.918087 -1.373199 -0.064433
H19 -0.794611 1.233967 -2.142211
H20 -2.264582 0.703747 -4.046706
H21 -1.632042 -1.080906 -5.636989
H22 0.454875 -2.355595 -5.307939
H23 1.947214 -1.825172 -3.423862
C26 -1.491746 1.704447 3.077251
C27 -2.068411 1.116870 1.838090
C28 -3.298216 1.581932 1.340002
C29 -3.865829 1.013142 0.235670
C30 -3.246293 -0.090004 -0.391517
C31 -3.782969 -0.811204 -1.487062
Br1 -5.382385 -0.249937 -2.301275
C32 -3.148399 -1.927816 -1.955260
C33 -1.937909 -2.354030 -1.384531
Br2 -1.121302 -3.910022 -2.032064
C34 -1.352488 -1.657905 -0.351850
O1 -0.171860 -1.980373 0.206795
C35 -2.026178 -0.519874 0.158323
N2 -1.427653 0.114906 1.237242
H24 -2.221567 1.626565 3.885197
H25 -1.273390 2.762472 2.934462
H26 -0.586010 1.181678 3.376395
H27 -3.783189 2.401310 1.852323
H28 -4.807329 1.382207 -0.148968
H29 -3.570439 -2.494852 -2.773206
C36 2.982004 -5.242281 5.871181
Si1 3.303779 -3.788379 4.740341
C37 3.886194 -2.332120 5.774311
C38 4.579441 -4.280266 3.453176
Si2 1.298958 -3.188075 3.607957
Te1 2.444028 -1.197999 2.422230
Si3 -0.244950 -2.334482 5.168434
C39 -0.430499 -3.556071 6.571286
C40 0.408452 -0.701976 5.828953
C41 -1.913784 -2.105377 4.341189
Si4 0.691633 -4.961073 2.147084
C42 -1.145498 -4.898360 1.783777
C43 1.023772 -6.571162 3.040083
C44 1.747663 -4.810002 0.609403
H30 3.878440 -5.471267 6.453442
H31 2.724826 -6.137076 5.305854
H32 2.177847 -5.036891 6.580634
H33 4.934053 -2.451509 6.059782
H34 3.302386 -2.276513 6.695708
H35 3.794458 -1.372843 5.260895
H36 5.587885 -4.281012 3.873164
H37 4.588555 -3.619858 2.583210
H38 4.370152 -5.292874 3.100680
H39 0.431151 -3.541340 7.240685
H40 -0.577675 -4.580205 6.223587
H41 -1.309860 -3.280760 7.159721
H42 1.253240 -0.869301 6.498963
H43 -0.365775 -0.178377 6.395856
H44 0.758946 -0.041139 5.032290
H45 -2.345551 -3.072691 4.076816
H46 -1.836347 -1.525664 3.424636
H47 -2.615725 -1.602641 5.012661
H48 -1.724713 -5.025545 2.701094
H49 -1.420845 -5.712805 1.108697
H50 -1.441042 -3.960747 1.322552
H51 0.680406 -6.547774 4.075546
H52 2.081720 -6.838054 3.034490
H53 0.477208 -7.371477 2.534841
H54 1.618139 -3.829096 0.151949
H55 1.461543 -5.564288 -0.127733
H56 2.805226 -4.952365 0.840912

Cartesian forces (eV/Å) of the 2 atoms listed first:
Re 0.419 -0.173 0.199
C 0.054 -0.022 -0.051

No. 2
# C19H32IN2O2S4Zr

A structure of composition C19H32IN2O2S4Zr in a non-equilibrium geometry (ωB97M-V with the def2-TZVPD basis set, the OMol25 dataset).

LUMO	-9.6	eV
max |F|	0.0518	hartree/bohr
highest occupied orbital energy	-15.608	eV
2S+1	1
net charge	+3

Geometry (Å):
Zr1 0.126686 -0.033774 0.310501
C1 -1.926945 -0.753515 -2.820948
C2 -3.055190 -0.264720 -1.929472
S1 -2.722457 -0.406806 -0.139283
C3 -3.210720 -2.117235 0.254220
C4 -2.257217 -3.187833 -0.247680
S2 -0.512304 -2.782348 0.140804
C5 0.354028 -3.563284 -1.268475
C6 1.827479 -3.197500 -1.274445
S3 2.188135 -1.418170 -1.055584
C7 2.190137 -0.758541 -2.754161
C8 0.833554 -0.783119 -3.434635
S4 -0.382338 0.143096 -2.429163
H1 -2.161067 -0.542439 -3.864836
H2 -1.747380 -1.819578 -2.705429
H3 -3.972316 -0.816574 -2.133157
H4 -3.254655 0.793267 -2.098344
H5 -4.208727 -2.287464 -0.149087
H6 -3.290600 -2.135897 1.341180
H7 -2.323227 -3.331158 -1.324940
H8 -2.483138 -4.137671 0.236322
H9 -0.155028 -3.260744 -2.180955
H10 0.247126 -4.641414 -1.147507
H11 2.287472 -3.508956 -2.212062
H12 2.356661 -3.696803 -0.463599
H13 2.924308 -1.324615 -3.326301
H14 2.557212 0.262668 -2.641926
H15 0.464237 -1.794679 -3.591263
H16 0.897448 -0.285051 -4.401868
N1 1.866419 -0.200481 1.821316
C9 2.187852 -1.448090 2.589738
C10 0.990452 -1.992520 3.364675
C11 0.171086 -0.966391 4.163684
C12 -1.096685 -0.483100 3.461702
N2 -0.831957 0.484761 2.339717
H17 2.692717 0.060428 1.284709
H18 1.792375 0.535784 2.519962
H19 2.999059 -1.233905 3.285583
H20 2.554309 -2.201068 1.890342
H21 1.381897 -2.747608 4.046502
H22 0.321006 -2.519513 2.691615
H23 0.776007 -0.106222 4.474187
H24 -0.151025 -1.437543 5.091664
H25 -1.730907 0.007758 4.200087
H26 -1.653043 -1.331153 3.057651
H27 -0.375818 1.288780 2.772893
H28 -1.733467 0.866233 2.048087
I1 0.971227 8.511467 -1.084593
C13 0.771435 6.463342 -0.807053
C14 1.913018 5.653374 -0.741788
C15 1.781465 4.299727 -0.565482
C16 0.498734 3.727130 -0.440204
C17 -0.645115 4.549939 -0.504586
C18 -0.507382 5.902082 -0.689267
C19 0.356754 2.335310 -0.229476
O1 1.352967 1.491475 -0.183222
O2 -0.783460 1.740199 -0.036734
H29 2.893486 6.100185 -0.831855
H30 2.654881 3.661739 -0.520584
H31 -1.627045 4.104142 -0.413306
H32 -1.382418 6.534597 -0.743869

Cartesian forces (eV/Å) of the 2 atoms listed first:
Zr -0.728 -2.518 -0.481
C 0.159 0.186 0.050

No. 3
# C2H10N2O2Si

An isolated molecule of C2H10N2O2Si in a non-equilibrium geometry (ωB97M-V with the def2-TZVPD basis set, the OMol25 dataset).

LUMO	0.8	eV
max |F|	0.0628	hartree/bohr
highest occupied orbital energy	-9.824	eV
2S+1	1
structure (SMILES)	CO[Si](N)(N)OC
energy above the lowest of the compared OMol25 structures with the same formula, charge and spin	0.0	kcal per mole
net charge	0

Geometry (Å):
C1 -0.363344 2.544571 -0.430055
O1 -0.823490 1.498396 0.390586
Si1 -0.506281 -0.083971 0.033102
N1 0.282281 -0.288594 -1.486292
N2 -2.070213 -0.840883 0.031601
O2 0.477714 -0.868106 1.187303
C2 1.710067 -1.583353 1.221880
H1 -0.589004 2.329839 -1.430938
H2 0.752208 2.513713 -0.222779
H3 -1.027227 3.451380 -0.244763
H4 -0.263648 0.027495 -2.257302
H5 0.809858 -1.169419 -1.586495
H6 -1.873353 -1.778031 0.546000
H7 -2.733607 -0.443765 0.699244
H8 1.593169 -2.342860 2.064306
H9 2.700431 -0.968265 1.356322
H10 1.924438 -1.998146 0.128282

Cartesian forces (eV/Å) of the 2 atoms listed first:
C 0.453 0.568 1.584
O -0.498 -1.269 0.196

No. 4
# CH3Cl2N

An isolated molecule of CH3Cl2N in a non-equilibrium geometry (ωB97M-V with the def2-TZVPD basis set, the OMol25 dataset).

LUMO	0.7	eV
max |F|	0.0772	hartree/bohr
highest occupied orbital energy	-9.455	eV
2S+1	1
structure (SMILES)	ClCNCl
energy above the lowest of the compared OMol25 structures with the same formula, charge and spin	20.7	kcal per mole
net charge	0

Geometry (Å):
Cl1 -0.101653 -2.105598 0.162873
C1 -0.058994 -0.502792 -0.483594
N1 1.191702 0.367089 0.509934
Cl2 2.713088 0.060204 -0.205368
H1 0.475675 -0.425406 -1.459550
H2 -1.094761 -0.166876 -0.647687
H3 1.148033 -0.121131 1.407357

Cartesian forces (eV/Å) of the 2 atoms listed first:
Cl -0.117 -0.661 -0.036
C 3.309 1.395 0.120

No. 5
# C5H10N4

An isolated molecule of C5H10N4 in a non-equilibrium geometry (ωB97M-V with the def2-TZVPD basis set, the OMol25 dataset).

LUMO	0.9	eV
max |F|	0.0454	hartree/bohr
highest occupied orbital energy	-8.715	eV
2S+1	1
structure (SMILES)	[H]/N=C\N(C)/N=C\[C@H]1CN1
energy above the lowest of the compared OMol25 structures with the same formula, charge and spin	85.1	kcal per mole
net charge	0

Geometry (Å):
H1 -2.751339 1.360518 0.505196
N1 -2.162959 1.679086 -0.295727
C1 -1.230385 0.811149 -0.601312
N2 -1.040712 -0.425825 0.010766
C2 -2.135350 -0.978752 0.759826
N3 -0.166865 -1.394752 -0.364230
C3 1.024983 -1.048378 -0.661072
C4 1.649663 0.265351 -0.468985
C5 1.530947 0.803941 0.886875
N4 2.862421 0.347766 0.316580
H2 -0.544785 0.946664 -1.478343
H3 -2.357302 -0.413835 1.689053
H4 -3.101328 -1.048155 0.111151
H5 -1.909454 -2.024053 0.991651
H6 1.685768 -1.837109 -1.040922
H7 1.738582 0.939636 -1.292507
H8 1.451996 1.901652 0.948197
H9 1.180206 0.157459 1.743335
H10 3.125305 -0.546561 0.659478

Cartesian forces (eV/Å) of the 2 atoms listed first:
H 0.734 0.229 -0.752
N 1.432 -1.782 -0.285

No. 6
# C4H9BrN

A cluster of 2 separate species, C4H9BrN in total in a non-equilibrium geometry (ωB97M-V with the def2-TZVPD basis set, the OMol25 dataset).

LUMO	-3.2	eV
max |F|	0.0863	hartree/bohr
highest occupied orbital energy	-13.603	eV
2S+1	1
energy above the lowest of the compared OMol25 structures with the same formula, charge and spin	34.1	kcal per mole
net charge	+1

Geometry (Å):
C1 0.776694 1.516876 0.021760
C2 0.485959 1.126220 1.406633
C3 0.711442 -2.170306 0.069525
C4 0.180554 -1.003597 0.115098
N1 0.929753 0.123827 0.519344
Br1 -3.940770 0.314370 -2.671277
H1 0.172370 1.606391 -0.779388
H2 1.618497 2.310085 -0.035969
H3 1.218675 1.343901 2.167278
H4 -0.592779 1.124126 1.788464
H5 0.097054 -2.956533 -0.325293
H6 -4.958349 0.272560 -1.834199
H7 1.748027 -2.177001 0.351124
H8 -0.873511 -0.778864 -0.130934
H9 1.897334 -0.258656 0.517949

Cartesian forces (eV/Å) of the 2 atoms listed first:
C 3.322 2.065 2.091
C -2.975 1.423 2.023